Below is a 2-piece molecular cluster, C4H8NOPS overall at a distorted geometry, with properties calculated with the ωB97M-V functional and the def2-TZVPD basis.

As for the energy relative to the best compared isomer or geometry (same formula, charge and spin): 2.119 eV. As for the spin multiplicity: 1. The value obtained for the lowest unoccupied orbital energy is -0.08840 Eh. For the HOMO energy, the calculation gives -0.3660 Eh.

Atoms and positions in Å:
C -0.827 -2.845 0.450
C -1.908 0.624 0.933
C 1.685 -1.105 -1.609
C -0.445 1.201 0.804
N -1.659 -3.657 0.388
O 0.265 0.546 -0.275
P 1.044 -0.795 0.046
S 2.407 -0.650 1.479
H -2.056 0.075 1.887
H -2.545 1.515 1.066
H -2.365 0.065 0.061
H 0.860 -1.602 -2.322
H 2.229 -0.237 -1.927
H 2.594 -1.743 -1.521
H 0.068 1.013 1.775
H -0.559 2.321 0.583



Below is a 3-piece molecular cluster, C2H11NO2S overall at a distorted geometry, with properties calculated with the ωB97M-V functional and the def2-TZVPD basis.

As for the energy relative to the best compared isomer or geometry (same formula, charge and spin): 0.163 eV. As for the spin multiplicity: 2. The expectation value of S² is 0.75. The value obtained for the lowest unoccupied orbital energy (spin up / spin down) is 0.11356 / 0.11482 Eh. For the HOMO energy (spin up / spin down), the calculation gives 0.0388 / -0.2048 Eh. The net charge is -1.

Atoms and positions in Å:
C -1.957 0.023 -1.907
C -0.850 -0.192 -2.940
S 0.786 -0.373 -2.160
N -2.732 1.231 -2.292
H -1.493 0.208 -0.936
H -2.690 -0.779 -1.876
H -0.862 0.636 -3.664
H -1.059 -1.065 -3.535
H 1.496 0.633 -2.747
H -3.626 1.260 -1.823
H -2.213 2.035 -1.974
H 1.146 0.999 5.967
H 1.082 0.172 7.244
O 1.704 0.480 6.574
H 1.999 -0.683 2.352
H 2.609 -0.955 3.684
O 1.741 -0.983 3.246



Below is a 2-piece molecular cluster, C3H11N3 overall at a distorted geometry, with properties calculated with the ωB97M-V functional and the def2-TZVPD basis.

As for the energy relative to the best compared isomer or geometry (same formula, charge and spin): 1.483 eV. As for the spin multiplicity: 1. The value obtained for the lowest unoccupied orbital energy is 0.03779 Eh. As for the SMILES: C=CN.NCN. For the HOMO energy, the calculation gives -0.3077 Eh.

Atoms and positions in Å:
C 1.361 -1.236 0.111
C 2.160 -1.601 -0.897
N 3.509 -1.333 -1.009
H 1.857 -0.608 0.830
H 0.348 -1.534 -0.047
H 1.772 -2.187 -1.724
H 4.044 -1.732 -1.755
H 4.013 -1.263 -0.138
N -2.394 2.543 0.524
C -2.663 1.097 0.381
N -1.584 0.195 0.637
H -1.760 2.854 -0.198
H -1.969 2.708 1.426
H -3.513 0.885 1.027
H -2.979 0.968 -0.648
H -0.927 0.104 -0.112
H -1.275 0.138 1.589



Below is one molecule with the formula C4H7NO, with properties calculated with the ωB97M-V functional and the def2-TZVPD basis.

As for the energy relative to the best compared isomer or geometry (same formula, charge and spin): 2.184 eV. As for the spin multiplicity: 1. The value obtained for the lowest unoccupied orbital energy is 0.03816 Eh. As for the SMILES: [H]/N=C\OCC=C. For the HOMO energy, the calculation gives -0.3705 Eh.

Atoms and positions in Å:
H -1.352 0.421 -1.037
N -0.812 0.301 -1.894
C 0.355 0.754 -1.745
O 0.909 1.306 -0.638
C 0.560 0.722 0.625
C 0.231 -0.736 0.546
C -0.751 -1.264 1.264
H 1.089 0.686 -2.547
H 1.470 0.829 1.223
H -0.240 1.279 1.136
H 0.884 -1.347 -0.076
H -1.451 -0.612 1.783
H -0.891 -2.336 1.359



Below is C30H18BrF3IrN3OS as an isolated structure, with properties calculated with the ωB97M-V functional and the def2-TZVPD basis.

As for the spin multiplicity: 6. The expectation value of S² is 8.84. The value obtained for the lowest unoccupied orbital energy (spin up / spin down) is -0.11393 / -0.21510 Eh. For the HOMO energy (spin up / spin down), the calculation gives -0.3179 / -0.3940 Eh. The net charge is +1.

Atoms and positions in Å:
Ir 0.299 0.161 0.724
Br -4.868 4.280 3.948
C -3.542 3.058 3.532
C -3.456 1.861 4.252
C -2.460 0.993 3.900
C -1.538 1.256 2.839
O -0.677 0.333 2.604
C -1.621 2.523 2.111
C -0.721 2.965 1.100
N 0.272 2.204 0.594
C 1.275 2.723 -0.192
C 1.446 4.043 -0.582
C 2.556 4.422 -1.356
C 3.513 3.523 -1.743
C 3.381 2.166 -1.363
C 4.317 1.165 -1.695
C 4.121 -0.129 -1.291
C 2.974 -0.448 -0.559
N 2.079 0.473 -0.233
C 2.259 1.779 -0.609
C -2.638 3.377 2.495
H -4.159 1.647 5.042
H -2.334 0.043 4.403
H -0.851 3.977 0.742
H 0.737 4.803 -0.290
H 2.651 5.461 -1.640
H 4.370 3.830 -2.328
H 5.193 1.435 -2.271
H 4.828 -0.911 -1.528
H 2.758 -1.457 -0.240
H -2.752 4.329 1.995
F -4.516 0.505 -3.755
C -3.933 0.382 -2.554
F -4.442 -0.712 -1.967
F -4.308 1.443 -1.817
C -2.434 0.304 -2.676
C -1.811 0.442 -3.898
C -0.422 0.404 -3.981
C 0.292 0.235 -2.815
N -0.308 0.093 -1.632
C -1.643 0.119 -1.532
S -2.179 -0.079 0.097
H -2.410 0.586 -4.787
H 0.087 0.507 -4.927
H 1.376 0.204 -2.815
C 0.462 -1.736 0.929
C 0.553 -2.967 1.055
C 0.649 -4.356 1.183
C 1.757 -5.054 0.660
C 1.837 -6.422 0.798
C 0.818 -7.113 1.450
C -0.285 -6.440 1.968
C -0.373 -5.070 1.842
H 2.536 -4.499 0.155
H 2.687 -6.960 0.401
H 0.885 -8.188 1.554
H -1.069 -6.991 2.468
H -1.219 -4.523 2.235



Below is C26H25ClFIN4O5Pd as an isolated structure, with properties calculated with the ωB97M-V functional and the def2-TZVPD basis.

As for the spin multiplicity: 3. The expectation value of S² is 2.01. The value obtained for the lowest unoccupied orbital energy (spin up / spin down) is -0.06924 / -0.06924 Eh. For the HOMO energy (spin up / spin down), the calculation gives -0.2099 / -0.2093 Eh.

Atoms and positions in Å:
Pd 3.178 0.106 -1.066
Cl 9.724 1.129 -3.724
C 8.289 0.439 -3.009
C 8.362 -0.792 -2.412
C 7.226 -1.370 -1.851
I 7.311 -3.259 -0.949
C 5.964 -0.759 -1.871
O 4.905 -1.302 -1.419
C 5.926 0.562 -2.462
N 4.729 1.196 -2.419
C 4.607 2.386 -2.962
C 5.684 3.035 -3.589
C 6.909 2.432 -3.623
C 7.073 1.153 -3.048
H 9.307 -1.318 -2.380
H 3.636 2.857 -2.891
H 5.526 4.013 -4.022
H 7.762 2.914 -4.082
C -3.567 3.555 0.734
C -3.545 2.630 -0.483
N -2.338 1.820 -0.559
C -1.234 2.359 -1.186
C -0.092 1.687 -1.415
C 1.130 2.456 -1.902
O 0.961 3.383 -2.693
O 2.211 2.114 -1.331
C -0.008 0.285 -1.081
O 0.877 -0.465 -1.464
C -1.087 -0.197 -0.220
C -0.949 -1.428 0.410
C -1.934 -1.900 1.238
F -1.734 -3.107 1.826
C -3.097 -1.173 1.485
C -3.216 0.080 0.887
C -2.234 0.581 0.029
N -4.162 -1.595 2.351
C -3.977 -2.794 3.171
C -5.201 -2.914 4.106
N -5.836 -1.562 4.160
C -6.509 -1.269 2.860
C -5.497 -1.627 1.752
H -4.481 4.149 0.734
H -2.715 4.234 0.700
H -3.502 2.986 1.663
H -3.590 3.232 -1.390
H -4.415 1.973 -0.489
H -1.320 3.393 -1.497
H -0.045 -2.004 0.243
H -4.064 0.696 1.155
H -3.069 -2.678 3.758
H -3.883 -3.707 2.578
H -4.908 -3.221 5.107
H -5.941 -3.619 3.731
H -5.049 -0.902 4.202
H -6.457 -1.441 4.955
H -6.767 -0.211 2.848
H -7.421 -1.858 2.786
H -5.562 -0.911 0.941
H -5.719 -2.619 1.337
C 2.761 -2.404 0.332
O 2.868 -1.034 0.555
H 1.908 -2.670 -0.317
H 2.624 -2.915 1.298
H 3.670 -2.811 -0.126



Below is a 24-piece molecular cluster, H48O24 overall at a distorted geometry, with properties calculated with the ωB97M-V functional and the def2-TZVPD basis.

As for the energy relative to the best compared isomer or geometry (same formula, charge and spin): 1.174 eV. As for the spin multiplicity: 1. The value obtained for the lowest unoccupied orbital energy is -0.00449 Eh. For the HOMO energy, the calculation gives -0.3913 Eh.

Atoms and positions in Å:
O 1.810 0.865 2.444
H 2.314 0.009 2.378
H 2.000 1.297 1.576
O 5.331 -1.169 -1.500
H 4.697 -1.794 -1.085
H 4.918 -1.160 -2.390
O 3.673 -3.119 -0.391
H 3.064 -3.503 -0.981
H 3.143 -2.948 0.416
O 3.126 2.448 -0.030
H 3.904 1.829 0.001
H 2.519 2.154 -0.725
O -4.565 3.348 1.273
H -5.500 3.239 1.199
H -4.258 3.404 0.343
O 1.365 -1.011 -1.813
H 1.672 -1.398 -0.987
H 0.362 -1.052 -1.973
O -1.706 2.027 -2.705
H -1.499 1.162 -3.144
H -1.211 2.080 -1.850
O -1.187 -0.882 -2.105
H -1.287 -0.757 -1.181
H -1.888 -1.457 -2.355
O -2.838 1.333 2.043
H -3.449 2.126 1.870
H -2.310 1.613 2.767
O -0.733 1.836 4.044
H -0.107 1.479 3.431
H -0.218 2.466 4.526
O 3.865 -1.598 2.322
H 3.543 -2.463 2.583
H 4.781 -1.778 2.181
O -3.456 -1.873 1.879
H -2.468 -1.695 1.705
H -3.854 -1.063 2.249
O -4.336 -1.598 -3.030
H -4.630 -0.931 -2.401
H -4.833 -1.673 -3.836
O 1.897 3.319 3.885
H 1.820 3.682 2.954
H 2.232 2.420 3.844
O 1.358 -3.680 -2.434
H 1.157 -2.731 -2.587
H 0.572 -4.047 -2.035
O -4.159 0.661 -0.862
H -3.378 0.985 -1.297
H -3.992 1.089 -0.014
O 0.575 -3.141 0.948
H 0.108 -3.800 0.438
H -0.034 -2.412 0.796
O 1.970 4.877 1.099
H 2.374 4.115 0.632
H 2.669 5.502 1.157
O -3.354 -3.656 -1.127
H -3.592 -3.090 -0.345
H -3.872 -3.291 -1.793
O -1.062 -5.183 -0.984
H -1.972 -4.877 -1.082
H -1.065 -5.977 -0.479
O -0.758 0.114 0.580
H -1.557 0.538 0.916
H -0.056 0.365 1.150
O -3.562 3.943 -1.299
H -2.707 4.235 -0.936
H -3.362 3.388 -2.083
O 1.418 1.816 -2.064
H 1.752 1.864 -2.955
H 1.581 0.808 -1.937
O 5.471 1.045 0.429
H 6.336 1.019 0.890
H 5.438 0.310 -0.154



Below is one molecule with the formula C5H11NS at a distorted geometry, with properties calculated with the ωB97M-V functional and the def2-TZVPD basis.

As for the energy relative to the best compared isomer or geometry (same formula, charge and spin): 3.343 eV. As for the spin multiplicity: 1. The value obtained for the lowest unoccupied orbital energy is -0.03456 Eh. For the HOMO energy, the calculation gives -0.2340 Eh.

Atoms and positions in Å:
C 1.839 -0.069 -0.020
C 3.247 0.407 0.339
C -2.990 -0.687 -0.028
C -1.598 -0.332 0.461
C -0.714 0.284 -0.612
N 0.646 0.648 -0.047
S 4.832 -0.426 0.035
H 1.819 -1.017 -0.495
H 0.673 1.651 0.001
H 3.353 1.466 0.105
H 3.385 0.469 1.404
H -3.514 0.185 -0.339
H -3.098 -1.204 -1.008
H -3.620 -1.223 0.592
H -1.159 -1.321 0.787
H -1.575 0.241 1.335
H -0.427 -0.294 -1.479
H -1.099 1.224 -1.030



Below is C31H31BN10ORb as an isolated structure, with properties calculated with the ωB97M-V functional and the def2-TZVPD basis.

As for the energy relative to the best compared isomer or geometry (same formula, charge and spin): 0.050 eV. As for the spin multiplicity: 2. The expectation value of S² is 0.79. The value obtained for the lowest unoccupied orbital energy (spin up / spin down) is -0.00777 / -0.02907 Eh. For the HOMO energy (spin up / spin down), the calculation gives -0.2786 / -0.3133 Eh.

Atoms and positions in Å:
Rb -0.079 0.551 1.300
C -1.211 2.705 3.916
C -1.629 3.447 2.820
C -2.698 3.007 2.048
C -3.337 1.815 2.362
C -2.920 1.075 3.460
C -1.863 1.522 4.241
H -0.376 3.044 4.515
H -1.129 4.374 2.570
H -3.027 3.593 1.200
H -4.162 1.467 1.755
H -3.418 0.148 3.713
H -1.533 0.939 5.091
C 1.464 0.862 -2.307
C 1.961 1.797 -1.382
N 2.368 1.219 -0.267
N 2.139 -0.108 -0.435
C 1.608 -0.340 -1.656
B 2.643 -1.183 0.567
N 1.538 -2.283 0.767
C 1.342 -3.361 -0.022
C 0.269 -4.074 0.460
C -0.140 -3.336 1.578
N 0.608 -2.260 1.758
N 3.062 -0.525 1.891
C 4.303 -0.516 2.421
C 4.271 0.205 3.592
C 2.938 0.621 3.691
N 2.215 0.185 2.674
N 3.856 -1.892 -0.042
C 4.453 -3.027 0.398
C 5.606 -3.207 -0.326
C 5.656 -2.079 -1.166
N 4.610 -1.293 -0.987
H 1.076 1.039 -3.295
H 2.026 2.870 -1.477
H 1.403 -1.349 -1.976
H 2.005 -3.559 -0.849
H -0.136 -4.994 0.077
H -0.942 -3.542 2.270
H 5.112 -1.016 1.917
H 5.090 0.402 4.260
H 2.471 1.216 4.461
H 4.003 -3.617 1.179
H 6.304 -4.022 -0.250
H 6.398 -1.814 -1.902
N -4.235 -4.662 -2.783
C -4.114 -4.489 -1.445
O -4.511 -5.307 -0.641
C -3.464 -3.209 -0.985
C -3.578 -2.879 0.358
C -2.971 -1.722 0.813
N -2.289 -0.892 0.027
C -2.176 -1.217 -1.258
C -2.737 -2.360 -1.809
H -4.682 -5.503 -3.103
H -4.006 -3.944 -3.444
H -4.118 -3.533 1.027
H -3.018 -1.457 1.864
H -1.596 -0.538 -1.875
H -2.565 -2.566 -2.856
C -0.989 3.045 -0.779
C -1.010 3.787 -1.970
C -1.900 3.457 -3.019
C -1.903 4.178 -4.194
C -1.024 5.244 -4.367
C -0.139 5.587 -3.348
C -0.129 4.876 -2.166
H -1.675 2.222 -0.631
H -0.274 3.273 -0.002
H -2.584 2.626 -2.890
H -2.591 3.911 -4.986
H -1.027 5.805 -5.292
H 0.545 6.414 -3.482
H 0.562 5.147 -1.377



Below is C26H53AlBrCaClFNO15PSSi as an isolated structure at a distorted geometry, with properties calculated with the ωB97M-V functional and the def2-TZVPD basis.

As for the spin multiplicity: 1. The value obtained for the lowest unoccupied orbital energy is -0.23797 Eh. For the HOMO energy, the calculation gives -0.3041 Eh. The net charge is +1.

Atoms and positions in Å:
C 7.751 3.164 -3.125
C 7.035 2.517 -2.420
O 6.295 1.919 -1.498
S 5.629 0.450 -2.043
O 6.319 0.117 -3.246
O 4.095 0.891 -2.460
C 3.296 1.072 -1.278
C 1.862 0.742 -1.654
O 1.479 1.481 -2.734
Si 0.027 2.379 -2.537
C -1.417 1.312 -2.023
C 0.217 3.820 -1.369
C -0.376 3.082 -4.240
H 8.251 3.947 -3.644
H 3.378 2.102 -0.927
H 3.657 0.357 -0.524
H 1.897 -0.344 -2.003
H 1.188 0.792 -0.784
H -1.781 0.733 -2.875
H -1.278 0.682 -1.139
H -2.238 1.983 -1.763
H 0.520 4.712 -1.964
H -0.750 4.060 -0.911
H 0.926 3.630 -0.559
H -1.443 3.302 -4.282
H 0.187 4.012 -4.341
H -0.085 2.364 -5.009
Cl 2.255 5.921 -1.905
O -3.131 -1.276 -2.405
C -3.845 -1.758 -1.557
O -3.872 -1.361 -0.284
C -4.758 -2.205 0.472
C -5.702 -2.824 -0.540
C -4.806 -2.918 -1.769
H -4.159 -2.959 0.993
H -5.276 -1.596 1.208
H -6.121 -3.768 -0.216
H -6.527 -2.144 -0.745
H -4.232 -3.848 -1.793
H -5.361 -2.798 -2.696
Ca 0.930 -1.982 -2.242
F -3.304 0.978 0.055
C -0.942 -0.789 6.396
C -2.039 0.278 6.183
C -1.468 1.650 6.566
C -0.425 2.212 5.661
C -0.544 1.743 4.205
C -1.949 1.290 3.783
N -2.393 0.233 4.728
O -3.448 -0.271 4.478
C -1.827 0.684 2.374
C -2.914 2.472 3.714
C -3.200 -0.054 7.113
H -1.319 -1.781 6.143
H -0.623 -0.803 7.436
H -0.060 -0.596 5.785
H -2.311 2.382 6.635
H -1.014 1.605 7.587
H -0.459 3.299 5.708
H 0.585 1.913 6.134
H -0.193 2.527 3.539
H 0.149 0.907 4.058
H -1.195 -0.211 2.381
H -1.378 1.409 1.702
H -2.798 0.418 1.940
H -2.524 3.190 2.997
H -3.034 2.984 4.672
H -3.901 2.163 3.368
H -2.841 -0.044 8.144
H -3.614 -1.045 6.932
H -4.011 0.675 7.023
C -8.870 -0.258 1.650
C -9.045 -0.701 3.085
O -8.768 -2.103 3.011
C -7.994 -2.320 1.920
O -7.457 -3.350 1.668
O -7.917 -1.205 1.156
H -8.488 0.756 1.558
H -9.788 -0.347 1.068
H -8.323 -0.235 3.758
H -10.048 -0.526 3.466
C 6.140 -6.174 -7.604
O 6.081 -5.521 -6.329
P 6.321 -3.958 -6.246
O 5.855 -3.185 -7.398
O 7.857 -3.770 -5.892
C 8.830 -4.048 -6.905
O 5.624 -3.627 -4.869
C 5.534 -2.247 -4.491
H 5.432 -6.998 -7.590
H 5.875 -5.493 -8.412
H 7.142 -6.570 -7.769
H 8.445 -3.815 -7.899
H 9.118 -5.099 -6.855
H 9.704 -3.432 -6.712
H 4.804 -2.170 -3.684
H 5.199 -1.638 -5.330
H 6.495 -1.894 -4.138
O 9.476 5.227 -0.793
H 8.862 4.489 -0.872
H 9.105 5.907 -1.364
Al -2.259 2.751 8.831
Br 2.019 2.375 7.373